# 1
This record from the Open Molecules 2025 dataset describes a structure of composition C2H5IO2P in a non-equilibrium geometry. The level of theory is ωB97M-V/def2-TZVPD.

For the LUMO energy (alpha / beta), the calculation gives 1.947 / 1.847 eV. As for the spin multiplicity: 1. Its charge is -1. The value obtained for the gap between HOMO and LUMO (alpha / beta) is 6.90 / 6.79 eV. For the HOMO energy (alpha / beta), the calculation gives -5.0 / -4.9 eV.

Structure (XYZ):
```
11
Properties=species:S:1:pos:R:3:forces:R:3
C -0.746073 0.589002 -0.755586 2.27 -0.67 0.37
C 0.387176 -1.224610 1.108078 -1.23 -3.77 -2.05
O -2.268832 -1.185042 0.738852 0.81 0.64 0.03
O -0.991042 -2.150503 -1.239503 1.29 0.85 0.85
P -1.005911 -1.189405 -0.077867 -2.38 0.59 -1.08
I -0.390657 -3.951939 1.720341 0.77 1.82 -0.01
H -0.632731 1.331726 0.065294 -0.54 -0.34 -0.74
H 0.042484 0.770699 -1.539765 0.16 -0.60 1.19
H -1.546312 0.689563 -1.422974 -2.07 0.51 -0.21
H 0.639944 -0.713691 1.947244 -0.49 1.77 2.79
H 1.293520 -1.623198 0.777191 1.39 -0.80 -1.15
```
Positions in Å, forces in eV/Å.

***

# 2
This record from the Open Molecules 2025 dataset describes the ion C4H7N2S with charge +1 in a non-equilibrium geometry. The level of theory is ωB97M-V/def2-TZVPD.

For the LUMO energy (alpha / beta), the calculation gives -5.209 / -5.209 eV. As for the spin multiplicity: 1. Its charge is +1. The value obtained for the gap between HOMO and LUMO (alpha / beta) is 9.69 / 9.69 eV. For the HOMO energy (alpha / beta), the calculation gives -14.9 / -14.9 eV.

Structure (XYZ):
```
14
Properties=species:S:1:pos:R:3:forces:R:3
C 0.027608 0.425287 -0.020866 -0.58 0.46 1.23
C -0.867913 0.479703 -1.058424 1.62 0.58 -2.58
C -0.251078 0.577998 -2.512014 0.40 -1.52 2.68
C 0.001026 0.358993 2.460806 1.68 -0.14 0.74
N -1.915535 0.382101 1.231597 -1.62 0.11 -3.50
N -0.657912 0.397557 1.167575 -0.92 -0.41 0.09
S -2.501516 0.448719 -0.637374 2.06 -0.15 3.80
H 1.110369 0.534200 0.147391 -0.62 -0.20 -1.05
H 0.671196 1.093751 -2.392158 0.59 1.07 0.11
H 0.164759 -0.422181 -2.658875 -0.67 -0.21 -0.67
H -0.785518 0.986037 -3.326378 -0.98 0.12 -0.51
H 0.652749 1.232819 2.531068 -0.51 0.30 0.21
H -0.708771 0.259386 3.285840 0.10 0.20 -0.43
H 0.736709 -0.455363 2.479705 -0.55 -0.21 -0.12
```
Positions in Å, forces in eV/Å.

***

# 3
This record from the Open Molecules 2025 dataset describes a structure of composition Cl3MnO4S in a non-equilibrium geometry. The level of theory is ωB97M-V/def2-TZVPD.

For the LUMO energy (alpha / beta), the calculation gives 8.236 / 8.212 eV. As for the expectation value of S²: 8.75. As for the spin multiplicity: 6. Its charge is -3. The value obtained for the gap between HOMO and LUMO (alpha / beta) is 6.44 / 6.41 eV. For the HOMO energy (alpha / beta), the calculation gives 1.8 / 1.8 eV.

Structure (XYZ):
```
9
Properties=species:S:1:pos:R:3:forces:R:3
Mn 14.088341 -21.171572 -4.205658 -0.95 0.29 0.05
S 14.851547 -23.654549 -2.006151 0.34 0.30 1.98
O 15.730064 -24.516083 -2.756569 1.21 -1.25 -1.39
O 13.597720 -24.334321 -1.690958 -0.74 -0.40 0.47
O 15.564778 -23.156671 -0.800937 -0.45 -0.13 0.02
O 14.508375 -22.453886 -2.827021 -0.27 0.81 -0.83
Cl 16.027209 -19.848487 -4.385335 0.42 0.41 -0.30
Cl 12.209456 -19.712831 -3.053932 0.19 -0.05 -0.26
Cl 12.973271 -21.624745 -6.503791 0.25 0.01 0.26
```
Positions in Å, forces in eV/Å.

***

How do the records compare in energy above the lowest of the compared OMol25 structures with the same formula, charge and spin? In the order shown, they have 2.669 2.500 0.000 eV.
How do the records compare in molecular weight? In the order shown, they have 218.938 115.181 257.360 g mol⁻¹.